1.
DFT (ωB97M-V/def2-TZVPD) results for C32H91Cu3N5O15P as an isolated structure in a non-equilibrium geometry.

```
! wB97M-V def2-TZVPD RIJCOSX def2/J DEFGRID3
* xyz 0 1
Cu -1.602 1.104 3.114
Cu -2.402 -2.843 -2.348
Cu 2.821 2.045 -2.176
P -0.621 0.309 -0.617
O 0.095 -0.150 -1.920
O -1.849 1.193 -0.993
O 0.288 1.165 0.197
O -1.043 -0.936 0.155
C 4.332 -4.724 -5.821
C 3.791 -3.421 -5.391
O 3.403 -3.483 -3.998
H 5.165 -4.990 -5.170
H 4.583 -4.476 -6.852
H 3.579 -5.510 -5.763
H 2.906 -3.216 -5.993
H 4.504 -2.623 -5.596
H 2.740 -2.803 -3.856
C -4.166 6.209 3.081
C -4.335 5.520 1.752
O -4.217 4.132 1.991
H -4.121 7.267 2.819
H -3.231 5.917 3.559
H -5.052 5.984 3.675
H -3.475 5.763 1.128
H -5.270 5.876 1.318
H -3.894 3.747 1.173
C -2.091 1.240 -8.659
C -1.845 1.117 -7.144
O -0.532 0.599 -6.874
H -1.930 0.260 -9.107
H -1.359 1.917 -9.100
H -2.984 1.847 -8.808
H -2.644 0.507 -6.724
H -1.946 2.107 -6.700
H -0.455 0.540 -5.919
C -8.540 -0.982 -2.265
C -7.368 0.041 -2.258
O -6.208 -0.695 -2.242
H -9.445 -0.390 -2.127
H -8.429 -1.762 -1.512
H -8.547 -1.386 -3.277
H -7.446 0.733 -1.420
H -7.340 0.681 -3.140
H -5.548 -0.014 -2.095
C -4.396 6.764 -5.086
C -4.306 5.762 -3.965
O -2.935 5.478 -3.673
H -3.960 7.747 -4.907
H -5.435 6.820 -5.411
H -3.807 6.460 -5.951
H -4.846 4.874 -4.294
H -4.845 6.256 -3.156
H -2.931 4.596 -3.293
C 4.662 -3.039 4.012
C 3.480 -2.500 3.218
O 3.639 -1.074 3.272
H 5.621 -2.847 3.530
H 4.559 -4.113 4.163
H 4.737 -2.603 5.008
H 2.584 -2.867 3.720
H 3.509 -2.937 2.220
H 2.950 -0.653 2.752
C -5.369 -2.301 3.461
C -4.648 -3.438 4.069
C -4.929 -4.685 3.206
O -4.276 -5.863 3.689
C -4.632 -7.083 3.158
N -3.244 -2.963 4.111
H -6.395 -2.562 3.202
H -4.956 -1.870 2.549
H -5.318 -1.472 4.167
H -5.029 -3.658 5.066
H -4.634 -4.588 2.161
H -6.010 -4.825 3.210
H -5.713 -7.203 3.239
H -4.186 -7.906 3.716
H -4.298 -7.228 2.131
H -2.987 -2.856 3.140
H -2.869 -3.836 4.453
C 3.078 6.992 1.792
C 2.254 7.501 0.599
C 2.910 8.677 -0.083
O 3.067 9.759 0.829
C 3.652 10.864 0.193
N 2.099 6.419 -0.331
H 3.020 7.615 2.685
H 4.102 6.868 1.439
H 2.662 6.018 2.050
H 1.214 7.688 0.867
H 2.269 8.978 -0.911
H 3.855 8.354 -0.521
H 4.581 10.540 -0.276
H 3.979 11.602 0.925
H 3.116 11.259 -0.670
H 1.307 6.701 -0.890
H 1.687 5.630 0.146
C 1.364 1.358 8.648
C 0.056 1.240 7.844
C -1.208 1.660 8.722
O -1.540 0.780 9.841
C -2.097 -0.446 9.411
N 0.242 1.992 6.626
H 1.280 0.865 9.617
H 1.564 2.403 8.889
H 2.235 0.996 8.102
H -0.055 0.175 7.642
H -2.037 2.006 8.105
H -0.810 2.518 9.264
H -2.035 -1.207 10.188
H -1.625 -0.933 8.558
H -3.132 -0.261 9.125
H 1.138 1.785 6.206
H 0.304 2.926 7.005
C -1.508 -7.407 -5.716
C -1.867 -6.535 -4.485
C -0.850 -6.792 -3.340
O -1.343 -6.276 -2.098
C -0.401 -6.361 -1.062
N -1.826 -5.143 -4.936
H -2.084 -7.122 -6.597
H -1.613 -8.473 -5.513
H -0.495 -7.256 -6.088
H -2.840 -6.831 -4.092
H 0.197 -6.570 -3.543
H -0.990 -7.865 -3.208
H -0.703 -5.506 -0.458
H 0.639 -6.112 -1.274
H -0.474 -7.239 -0.421
H -2.428 -4.938 -5.721
H -0.946 -4.973 -5.402
C 8.889 0.214 -0.453
C 8.134 -0.853 -1.255
C 8.752 -2.246 -1.046
O 9.928 -2.490 -1.770
C 10.498 -3.708 -1.387
N 6.695 -0.815 -0.983
H 8.353 1.160 -0.529
H 9.900 0.452 -0.782
H 9.033 -0.167 0.558
H 8.276 -0.634 -2.313
H 8.032 -2.984 -1.398
H 8.723 -2.398 0.033
H 9.866 -4.583 -1.542
H 10.793 -3.630 -0.340
H 11.433 -3.900 -1.913
H 6.218 -1.524 -1.521
H 6.460 -1.023 -0.022
*
```

These are the Mulliken partial charges, in e, on atoms 1 to 99:
1 Cu 0.759
2 Cu 0.801
3 Cu 0.646
4 P 0.325
5 O -0.676
6 O -0.612
7 O -0.679
8 O -0.632
9 C -0.976
10 C -0.160
11 O -0.543
12 H 0.264
13 H 0.340
14 H 0.229
15 H 0.259
16 H 0.280
17 H 0.302
18 C -1.083
19 C -0.154
20 O -0.525
21 H 0.335
22 H 0.294
23 H 0.284
24 H 0.285
25 H 0.241
26 H 0.314
27 C -1.084
28 C -0.119
29 O -0.533
30 H 0.293
31 H 0.288
32 H 0.355
33 H 0.256
34 H 0.236
35 H 0.309
36 C -1.014
37 C -0.271
38 O -0.477
39 H 0.336
40 H 0.286
41 H 0.255
42 H 0.297
43 H 0.285
44 H 0.293
45 C -1.172
46 C -0.036
47 O -0.521
48 H 0.300
49 H 0.340
50 H 0.314
51 H 0.259
52 H 0.204
53 H 0.309
54 C -1.122
55 C -0.085
56 O -0.542
57 H 0.252
58 H 0.368
59 H 0.294
60 H 0.272
61 H 0.258
62 H 0.304
63 C -1.446
64 C 0.329
65 C -0.713
66 O -0.294
67 C -0.690
68 N -0.652
69 H 0.405
70 H 0.343
71 H 0.316
72 H 0.300
73 H 0.352
74 H 0.361
75 H 0.302
76 H 0.254
77 H 0.248
78 H 0.269
79 H 0.324
80 C -1.348
81 C 0.450
82 C -0.742
83 O -0.297
84 C -0.785
85 N -0.773
86 H 0.306
87 H 0.298
88 H 0.421
89 H 0.353
90 H 0.340
91 H 0.354
92 H 0.330
93 H 0.275
94 H 0.305
95 H 0.273
96 H 0.241
97 C -1.457
98 C 0.467
99 C -0.726


2.
DFT (ωB97M-V/def2-TZVPD) results for a 2-piece molecular cluster, C2H10N4 overall in a non-equilibrium geometry.

```
! wB97M-V def2-TZVPD RIJCOSX def2/J DEFGRID3
* xyz 0 1
C 1.196 -0.891 -0.399
C 0.857 1.565 -0.517
N -3.330 -0.976 1.005
N -2.836 0.266 -0.780
N 0.718 0.308 0.305
N -2.407 -0.485 0.143
H 0.905 -1.748 0.036
H 0.851 -0.898 -1.438
H 2.312 -0.962 -0.671
H 0.473 2.438 0.062
H 1.831 1.893 -0.798
H 0.220 1.355 -1.392
H -4.288 -0.856 0.927
H -3.060 -1.534 1.769
H -0.275 0.222 0.440
H -2.074 0.441 -1.456
*
```

Here is what Mulliken gives for the atomic charges, in e:
1 C -0.859
2 C -0.770
3 N -0.535
4 N -0.678
5 N -0.430
6 N 0.513
7 H 0.370
8 H 0.309
9 H 0.279
10 H 0.239
11 H 0.305
12 H 0.258
13 H 0.241
14 H 0.178
15 H 0.329
16 H 0.251


3.
DFT (ωB97M-V/def2-TZVPD) results for C48H82BN6O7P2SSb2SiTa as an isolated structure in a non-equilibrium geometry.

```
! wB97M-V def2-TZVPD RIJCOSX def2/J DEFGRID3
* xyz 2 1
Ta -0.221 -1.622 0.346
O -0.326 -4.284 2.109
P -1.837 -3.934 1.818
O -2.766 -4.382 2.830
O -1.646 -2.371 1.433
O -2.137 -4.546 0.337
P -1.194 -4.120 -0.901
O -1.758 -4.914 -2.122
O 0.219 -4.328 -0.492
O -1.323 -2.607 -1.225
H -0.213 -5.106 2.592
H -1.924 -5.846 -1.980
C 3.727 2.764 -2.841
Sb 3.294 0.743 -2.205
C 2.195 0.409 -4.027
C 5.227 0.036 -2.892
C 5.065 -0.924 -4.021
C 5.485 -0.570 -5.296
C 5.322 -1.426 -6.377
C 4.741 -2.666 -6.184
C 4.325 -3.033 -4.912
C 4.465 -2.178 -3.825
C 4.065 -2.670 -2.466
Sb 2.011 -2.566 -1.516
C 2.862 -4.072 -0.269
C 1.280 -3.575 -3.224
H 4.283 2.692 -3.772
H 4.363 3.296 -2.132
H 2.813 3.317 -3.063
H 2.890 0.385 -4.864
H 1.480 1.226 -4.143
H 1.636 -0.528 -4.005
H 5.743 -0.416 -2.043
H 5.794 0.915 -3.188
H 5.957 0.393 -5.445
H 5.658 -1.127 -7.359
H 4.630 -3.353 -7.010
H 3.904 -4.019 -4.756
H 4.748 -2.286 -1.714
H 4.077 -3.757 -2.420
H 2.635 -5.030 -0.741
H 2.413 -4.067 0.720
H 3.936 -3.933 -0.210
H 1.736 -4.570 -3.201
H 1.640 -3.029 -4.103
H 0.198 -3.693 -3.284
N 2.275 4.651 -0.052
C 0.799 4.416 -0.278
C 0.499 2.959 -0.594
N 0.993 1.955 0.312
H 2.522 5.639 -0.160
H 2.853 4.110 -0.723
H 2.540 4.366 0.900
H 0.511 5.054 -1.112
H 0.309 4.761 0.627
H 0.882 2.729 -1.596
H -0.577 2.869 -0.666
H 0.504 1.928 1.200
H 1.987 2.012 0.481
S -0.476 0.126 -1.656
C -1.256 -0.224 -3.144
N -1.941 -1.351 -3.426
C -2.530 -1.573 -4.614
C -2.426 -0.629 -5.590
C -1.709 0.528 -5.250
N -1.146 0.735 -4.079
H -2.028 -2.024 -2.657
H -3.056 -2.512 -4.720
H -2.872 -0.764 -6.561
H -1.594 1.327 -5.972
C -4.819 -1.177 1.912
C -5.271 -1.300 0.470
C -5.042 -2.710 -0.058
C -4.759 -0.261 -0.528
C -5.526 -0.242 -1.700
C -5.437 0.768 -2.626
C -4.634 1.856 -2.336
C -3.847 1.887 -1.195
C -3.263 3.238 -0.822
C -4.353 4.091 -0.156
C -2.747 4.016 -2.037
C -3.796 0.747 -0.355
N -2.900 0.781 0.796
B -1.582 0.260 1.245
N -1.448 0.819 2.607
C -2.592 1.569 2.882
C -3.422 1.544 1.847
C -0.461 0.846 3.673
C -0.426 -0.144 4.668
C 0.572 -0.060 5.644
C 1.467 0.981 5.701
C 1.318 2.024 4.806
C 0.349 1.998 3.808
C 0.100 3.315 3.071
C -0.736 4.255 3.953
C 1.405 4.042 2.727
C -1.394 -1.297 4.923
C -0.700 -2.624 4.613
C -2.768 -1.208 4.292
H -5.383 -1.887 2.517
H -4.989 -0.183 2.321
H -3.767 -1.407 2.027
H -6.353 -1.127 0.466
H -4.003 -2.813 -0.336
H -5.649 -2.926 -0.938
H -5.275 -3.456 0.700
H -6.267 -1.019 -1.833
H -6.054 0.758 -3.514
H -4.658 2.717 -2.988
H -2.463 3.104 -0.090
H -5.176 4.248 -0.854
H -3.958 5.067 0.126
H -4.765 3.628 0.737
H -3.574 4.407 -2.629
H -2.133 3.410 -2.702
H -2.187 4.891 -1.705
H -2.729 2.032 3.842
H -4.398 1.986 1.771
H 0.601 -0.827 6.406
H 2.227 1.016 6.467
H 1.942 2.893 4.925
H -0.479 3.122 2.160
H -0.193 4.486 4.870
H -1.690 3.821 4.235
H -0.938 5.192 3.432
H 1.934 4.358 3.622
H 1.199 4.965 2.183
H 2.092 3.403 2.165
H -1.558 -1.269 6.005
H -0.402 -2.659 3.565
H -1.362 -3.467 4.811
H 0.208 -2.751 5.202
H -2.728 -1.294 3.215
H -3.269 -0.271 4.532
H -3.385 -2.026 4.665
C 3.194 -1.458 4.056
Si 3.068 -0.891 2.296
C 4.479 -1.631 1.355
C 3.345 0.955 2.292
C 1.311 -1.396 1.773
H 4.163 -1.189 4.479
H 3.091 -2.542 4.129
H 2.417 -1.009 4.674
H 5.383 -1.125 1.697
H 4.413 -1.485 0.279
H 4.600 -2.692 1.556
H 4.200 1.157 2.938
H 2.491 1.490 2.706
H 3.590 1.330 1.297
H 0.687 -0.903 2.546
H 1.328 -2.459 2.095
*
```

These are the Mulliken partial charges, in e, on atoms 1 to 99:
1 Ta 1.192
2 O -0.311
3 P 1.386
4 O -0.831
5 O -0.288
6 O -0.390
7 P 0.244
8 O -0.554
9 O -0.295
10 O -0.001
11 H 0.340
12 H 0.334
13 C -1.834
14 Sb 0.449
15 C -1.228
16 C -1.323
17 C 0.839
18 C -0.837
19 C -0.734
20 C -0.910
21 C -0.510
22 C 0.742
23 C -1.969
24 Sb -0.586
25 C -1.417
26 C -1.345
27 H 0.606
28 H 0.456
29 H 0.449
30 H 0.819
31 H 0.490
32 H -0.039
33 H 0.498
34 H 0.832
35 H 0.389
36 H 0.434
37 H 0.437
38 H 0.448
39 H 0.742
40 H 1.073
41 H 0.594
42 H 0.200
43 H 0.584
44 H 0.571
45 H 0.426
46 H 0.338
47 N 0.108
48 C -1.202
49 C 0.298
50 N 3.068
51 H 0.455
52 H -0.050
53 H 0.265
54 H 0.668
55 H 0.118
56 H 0.206
57 H -0.478
58 H -2.188
59 H -0.779
60 S 0.605
61 C -0.247
62 N 0.726
63 C -0.191
64 C -1.098
65 C -0.327
66 N -0.374
67 H -0.459
68 H 0.581
69 H 0.525
70 H 0.571
71 C -2.307
72 C 0.669
73 C -2.045
74 C 0.114
75 C -0.235
76 C -1.669
77 C 0.023
78 C 0.337
79 C 2.221
80 C -1.520
81 C -1.718
82 C -0.806
83 N 1.303
84 B 3.347
85 N 1.185
86 C -1.704
87 C -1.935
88 C -1.438
89 C 0.754
90 C -0.460
91 C -1.324
92 C -0.017
93 C 0.257
94 C 2.479
95 C -1.578
96 C -1.244
97 C 0.315
98 C -1.745
99 C -2.164


Number 1: LUMO -0.066 Ha, gap between HOMO and LUMO 3.30 eV. Number 2: LUMO 0.040 Ha, gap between HOMO and LUMO 9.62 eV. Number 3: LUMO -0.196 Ha, gap between HOMO and LUMO 6.64 eV.